# 1
{
  "formula": "N2",
  "method": "the ωB97M-V functional and the def2-TZVPD basis",
  "symbols": ["N", "N"],
  "coordinates": [[0.00, 0.00, 0.55], [0.00, 0.00, -0.55]],
  "e_tot_ev": -2981.0777,
  "smiles": "N#N",
  "charge": 0,
  "lumo_ev": 2.01,
  "relative_energy_ev": 0.000
}



# 2
{
  "formula": "N2O6",
  "method": "the ωB97M-V functional and the def2-TZVPD basis",
  "symbols": ["N", "O", "O", "O", "N", "O", "O", "O"],
  "coordinates": [[1.44, 0.38, 0.98], [1.52, 0.78, 2.05], [1.84, -0.81, 0.69], [0.53, 0.78, 0.32], [-1.30, -0.30, -1.02], [-1.59, -1.24, -1.59], [-0.20, 0.28, -1.08], [-2.24, 0.13, -0.35]],
  "e_tot_ev": -15252.0056,
  "charge": -2,
  "lumo_ev": 7.50,
  "relative_energy_ev": 8.448
}



# 3
{
  "formula": "N2O6P",
  "method": "the ωB97M-V functional and the def2-TZVPD basis",
  "symbols": ["N", "N", "O", "O", "O", "O", "O", "O", "P"],
  "coordinates": [[1.88, -1.18, -0.12], [-3.36, 0.11, -0.15], [2.14, -1.87, 0.90], [-4.45, 0.61, 0.11], [1.44, 1.33, 1.37], [1.86, -1.60, -1.29], [-2.27, 0.46, 0.29], [1.38, 1.45, -1.17], [1.39, 0.69, 0.05]],
  "e_tot_ev": -24549.5033,
  "charge": -1,
  "lumo_ev": [2.11, 0.57],
  "relative_energy_ev": 3.185
}



# 4
{
  "formula": "N2O6Rb",
  "method": "the ωB97M-V functional and the def2-TZVPD basis",
  "symbols": ["Rb", "N", "O", "O", "O", "N", "O", "O", "O"],
  "coordinates": [[12.05, -6.27, -24.39], [10.08, -3.04, -24.63], [9.50, -2.51, -25.49], [9.58, -2.78, -23.62], [11.05, -3.78, -24.83], [6.89, 0.12, -25.79], [7.51, -0.64, -26.49], [7.35, 1.22, -25.64], [5.74, -0.32, -25.26]],
  "e_tot_ev": -15912.6558,
  "charge": -1,
  "lumo_ev": 0.22,
  "relative_energy_ev": 4.239
}



# 5
{
  "formula": "N3O4",
  "method": "the ωB97M-V functional and the def2-TZVPD basis",
  "symbols": ["N", "N", "N", "O", "O", "O", "O"],
  "coordinates": [[-0.05, 1.72, 0.73], [-0.86, 1.26, 0.14], [0.70, -0.98, 0.00], [-1.71, 0.84, -0.54], [1.96, -0.89, -0.02], [0.06, -0.93, -1.11], [0.08, -1.25, 1.04]],
  "e_tot_ev": -12656.4726,
  "charge": -1,
  "lumo_ev": 4.37,
  "relative_energy_ev": 0.122
}



# 6
{
  "formula": "NO4P",
  "method": "the ωB97M-V functional and the def2-TZVPD basis",
  "symbols": ["N", "O", "O", "O", "O", "P"],
  "coordinates": [[-1.55, 0.44, 0.09], [0.90, 1.05, 1.06], [-2.32, -0.52, -0.01], [1.38, -1.39, 0.29], [0.87, 0.40, -1.44], [0.71, 0.02, 0.01]],
  "e_tot_ev": -18967.1359,
  "charge": -2,
  "lumo_ev": [7.70, 7.70],
  "relative_energy_ev": 0.710
}